Below is a 2-piece molecular cluster, C2H10N2 overall at a distorted geometry, with properties calculated with ωB97M-V/def2-TZVPD.

Geometry as XYZ:
```
14
Properties=species:S:1:pos:R:3:nbo_charge:R:1
C 2.16 1.39 1.95 -0.44
C -2.36 -1.71 -0.97 -0.41
H 1.90 0.84 -0.09 0.36
H 3.18 1.88 0.37 0.35
H 3.00 1.01 2.72 0.18
H 2.26 2.58 2.08 0.17
H 1.19 0.98 2.38 0.21
H -1.59 -1.11 -2.74 0.35
H -2.84 -0.27 -2.35 0.35
H -2.86 -1.07 -0.10 0.19
H -3.30 -2.40 -1.19 0.15
H -1.42 -2.32 -0.73 0.20
N 2.70 0.97 0.61 -0.84
N -2.01 -0.77 -1.95 -0.83
```

Lowest unoccupied orbital energy   0.98 eV
SMILES   CN.CN
Energy relative to the best compared isomer or geometry (same formula, charge and spin)   46.17 kcal per mole
Kohn-Sham gap   0.371 hartree